Record 1
Entry from the OMol25 dataset: a 2-piece molecular cluster, C4H11NO2 overall (ωB97M-V/def2-TZVPD).

Summary:
Orbital gap, eV: 10.273
E_tot, eV: -9907.2004
Spin multiplicity: 1
Relative energy (zero: lowest compared OMol25 entry of this formula, charge and spin), kcal/mol: 116.3
E_LUMO, Ha: 0.03003
SMILES string: C=CC.NCOO

```
18
Properties=species:S:1:pos:R:3:forces:R:3:mulliken_charge:R:1
C 0.137 -1.872 -0.328 1.3856 0.6539 -2.0142 -0.01
N 0.761 -2.456 0.798 0.8238 -0.0055 0.6239 -0.64
O 1.248 -1.225 -1.271 -1.2542 -0.3940 2.6252 -0.27
O 2.253 -0.658 -0.358 -0.2707 -0.3218 -1.2135 -0.41
H 3.026 -1.124 -0.721 -0.1158 0.2483 0.2166 0.34
H 0.200 -2.297 1.631 0.2153 0.0625 -0.1676 0.28
H 1.653 -1.940 0.920 -0.7690 -0.5201 0.1525 0.30
H -0.621 -1.135 -0.063 0.1609 0.2674 -0.3372 0.18
H -0.226 -2.603 -1.053 -0.1963 0.0561 0.1066 0.24
C -1.697 1.788 -0.790 -0.0967 -0.0163 -0.0963 -1.04
C -0.398 1.691 -0.058 0.0810 -0.5712 0.6408 0.01
C -0.284 1.628 1.272 0.1975 0.1242 -0.5233 -0.71
H 0.489 1.550 -0.674 -0.0398 0.2201 0.1393 0.31
H -1.703 1.093 -1.636 -0.0271 0.1240 0.0301 0.27
H -1.831 2.798 -1.185 -0.0897 -0.0818 -0.0718 0.34
H -2.549 1.541 -0.149 0.1119 0.1502 -0.0183 0.30
H 0.690 1.520 1.739 -0.1302 0.0116 -0.0303 0.28
H -1.147 1.703 1.926 0.0135 -0.0076 -0.0624 0.25
```
Forces are in eV/Å.

Record 2
Entry from the OMol25 dataset: a 2-piece molecular cluster, C4H11NO2 overall (ωB97M-V/def2-TZVPD).

Summary:
Orbital gap, eV: 9.973
E_tot, eV: -9910.5453
Spin multiplicity: 1
Relative energy (zero: lowest compared OMol25 entry of this formula, charge and spin), kcal/mol: 39.1
E_LUMO, Ha: 0.02182
SMILES string: CC(=O)O.CCN

```
18
Properties=species:S:1:pos:R:3:forces:R:3:mulliken_charge:R:1
C -1.031 0.432 1.498 0.6784 -1.0534 -1.9398 -0.69
C -0.495 1.279 2.596 -0.6525 -0.9127 0.4787 0.72
O 0.120 2.291 2.484 0.0636 0.1614 0.0780 -0.52
O -0.750 0.731 3.827 0.8100 1.2825 0.4150 -0.49
H -0.233 0.119 0.777 -0.5673 0.5330 1.3458 -0.01
H -1.707 0.886 0.781 -0.3931 0.5710 0.4429 0.29
H -1.446 -0.517 1.815 -0.3170 -0.0157 0.2854 0.30
C 0.938 -0.440 -1.224 2.3410 -0.2318 0.3114 -0.20
C 0.032 -1.366 -2.016 -0.6270 -0.9595 0.0542 -0.93
N 1.423 0.798 -1.865 0.3415 -1.6458 0.6932 -0.59
H 0.758 -0.115 -0.213 -1.2121 -0.2064 -0.1476 0.23
H 1.783 -1.111 -0.889 0.0374 0.8493 -1.0625 0.25
H -1.038 -1.216 -1.921 -0.2698 0.2207 0.3788 0.26
H 0.241 -2.426 -1.747 -0.2606 0.6477 -0.0447 0.29
H 1.841 0.510 -2.735 -0.2774 0.8568 -0.4587 0.22
H 0.705 1.505 -1.888 0.0462 -0.0238 -0.5976 0.20
H -1.309 -0.038 3.822 -0.2766 -0.3852 -0.4254 0.34
H 0.169 -1.325 -3.103 0.5354 0.3118 0.1929 0.33
```
Forces are in eV/Å.

Record 3
Entry from the OMol25 dataset: an isolated ion of composition C4H11NO2 and charge +1 (ωB97M-V/def2-TZVPD).

Summary:
Charge: +1
Orbital gap (alpha / beta), eV: 12.138 / 7.366
E_tot, eV: -9902.5791
<S²>: 0.75
Spin multiplicity: 2
Relative energy (zero: lowest compared OMol25 entry of this formula, charge and spin), kcal/mol: 9.6
E_LUMO (alpha / beta), Ha: -0.10853 / -0.28346

```
18
Properties=species:S:1:pos:R:3:forces:R:3:mulliken_charge:R:1
C -0.390 0.290 0.061 0.1625 -0.3522 0.2320 -0.71
C -0.629 -0.959 -0.791 -0.6287 0.1688 0.4662 0.46
C -2.078 -1.395 -0.626 -0.2284 1.2406 0.2324 -1.54
O 0.298 -1.916 -0.316 0.0166 0.0968 -0.3197 -0.54
N 1.012 0.620 0.102 -0.1648 0.9226 -0.6264 0.10
C 1.501 1.761 0.827 -0.2033 0.5732 0.3800 -0.30
O 2.852 1.917 0.672 0.2390 -0.3996 0.0824 -0.49
H -0.936 1.189 -0.265 0.0542 -0.0908 -0.0998 0.38
H -0.689 0.096 1.097 -0.0619 0.0312 0.0021 0.32
H -0.449 -0.701 -1.833 0.3234 -0.2088 -0.2282 0.29
H -2.737 -0.547 -0.849 0.1096 -0.0762 -0.3393 0.40
H -2.381 -2.206 -1.278 0.1707 -0.2736 0.1781 0.37
H -2.287 -1.543 0.435 0.0594 -0.6864 -0.0128 0.47
H -0.196 -2.658 0.044 0.1115 -0.1912 0.0113 0.37
H 1.637 0.404 -0.682 -0.1543 -0.6068 0.1163 0.36
H 1.120 1.760 1.860 0.1674 -0.2892 -0.0587 0.36
H 1.015 2.641 0.360 0.0366 -0.1471 -0.0325 0.33
H 3.336 1.247 1.181 -0.0096 0.2887 0.0167 0.37
```
Forces are in eV/Å.